Model i:
The following is a quantum chemistry calculation of an isolated molecule of C6H12N2O, from the OMol25 dataset.

For the HOMO energy, the calculation gives -8.99 eV. For the frontier orbital gap, the calculation gives 9.74 eV. As for the multiplicity: 1. Its SMILES is [H]/N=C(/C)[C@@H](N)CC(=C)O.

CARTESIAN COORDINATES (ANGSTROEM)
N  -0.305  -0.304  -2.001
H  -1.802  2.027  -0.060
H  -1.012  -2.442  -0.521
H  0.588  -2.795  -1.216
C  0.205  -0.723  -0.879
H  -2.079  -0.648  2.164
C  -0.932  0.510  1.138
H  -2.986  1.043  0.959
C  0.528  0.939  0.982
O  -1.123  -0.499  2.062
H  1.455  1.735  -1.356
C  -1.960  1.241  0.672
C  1.259  0.116  -0.090
C  0.048  -2.174  -0.496
H  1.035  0.819  1.947
N  2.027  0.966  -1.015
H  -0.201  0.709  -2.089
H  1.956  -0.583  0.384
H  0.560  2.008  0.739
H  2.297  0.413  -1.829
H  0.442  -2.359  0.506

Model ii:
The following is a quantum chemistry calculation of an isolated molecule of C6H12N2O, from the OMol25 dataset.

For the HOMO energy, the calculation gives -9.01 eV. For the frontier orbital gap, the calculation gives 9.84 eV. As for the multiplicity: 1. Its SMILES is C=CC[C@@H](CN)C(N)=O.

CARTESIAN COORDINATES (ANGSTROEM)
H  -1.090  -1.163  0.856
N  -0.749  2.549  -0.404
H  -2.298  1.182  -1.023
H  -0.231  2.648  -1.270
C  0.720  -1.911  -0.141
N  1.081  0.796  1.130
H  1.690  1.589  1.286
O  1.973  0.528  -0.955
H  -1.377  -1.809  -0.819
C  1.044  0.347  -0.177
C  -0.733  -1.214  -0.175
H  -1.425  3.301  -0.375
H  0.240  0.780  1.684
H  -0.318  0.099  -1.831
H  0.962  -2.153  1.939
C  -0.437  0.151  -0.747
H  1.032  -2.247  -1.121
H  -1.778  1.099  0.667
H  1.921  -3.307  0.887
C  -1.419  1.252  -0.358
C  1.192  -2.515  0.949

Most stable structure among those shown: model i.